No. 1
{
  "formula": "C33H37ClCuF6IN8O7S2",
  "method": "ωB97M-V/def2-TZVPD",
  "elements": ["I", "Cu", "Cl", "S", "S", "F", "F", "F", "F", "F", "F", "O", "O", "O", "O", "O", "O", "O", "N", "N", "N", "N", "N", "N", "N", "N", "C", "C", "C", "C", "C", "C", "C", "C", "C", "C", "C", "C", "C", "C", "C", "C", "C", "C", "C", "C", "C", "C", "C", "C", "C", "C", "C", "C", "C", "C", "C", "C", "C", "H", "H", "H", "H", "H", "H", "H", "H", "H", "H", "H", "H", "H", "H", "H", "H", "H", "H", "H", "H", "H", "H", "H", "H", "H", "H", "H", "H", "H", "H", "H", "H", "H", "H", "H", "H", "H"],
  "positions_angstrom": [[-1.9020, 6.9810, 4.3887], [-0.4641, 1.7478, 1.4306], [2.1594, -3.6059, 1.8569], [1.5104, 4.1585, 0.6720], [2.6013, 2.1795, -0.9918], [0.4207, 6.4989, 0.5631], [0.9339, 5.6798, -1.3744], [2.0102, 3.6731, -3.0574], [4.1323, 3.3599, -2.7719], [2.4880, 6.4561, -0.0843], [2.8900, 1.7501, -3.5225], [-2.8758, -3.2212, 5.8421], [2.9407, -2.8685, 5.3939], [-1.2679, -2.7735, -3.5846], [3.6825, 1.2954, -0.6872], [0.1743, 3.5820, 0.4674], [1.2698, 1.6416, -1.0586], [1.8741, 4.4019, 2.0341], [-0.4632, 3.0476, 4.1204], [-0.8578, 3.1782, 2.8466], [-1.2669, -1.5621, -0.9260], [-1.6509, 0.5363, 2.7730], [2.6863, 3.4873, -0.1064], [1.0292, 0.7616, 2.6721], [-1.5787, -0.5218, -1.7301], [-0.8032, 0.3731, 0.0760], [-1.3566, 4.4027, 2.7425], [1.3362, 5.8115, -0.1173], [3.6894, -1.9220, 4.6628], [-0.6842, 4.1675, 4.8264], [1.3561, -1.9364, -3.8806], [-2.9815, 0.5197, 2.8209], [-3.2295, -1.9508, -5.5135], [1.4166, -4.0455, -0.7004], [-0.9514, -0.3064, 3.5433], [-3.6932, -2.1739, 5.3759], [-1.8188, -1.3467, -5.4926], [3.2433, 0.0568, 3.1932], [-0.7933, -0.9866, 0.1463], [2.3527, 0.8959, 2.5548], [1.2339, -3.6723, -2.0227], [-1.2812, 5.0662, 3.9713], [1.9819, -3.1425, 0.1824], [-1.5895, -1.1989, 4.3929], [-1.2041, -1.4312, -4.0481], [0.2467, -0.8780, -4.0075], [-1.9098, 0.0911, -6.0213], [1.3724, -1.0954, 4.1230], [2.3940, -1.8881, -0.2379], [-1.3053, 0.6242, -1.1250], [-2.9755, -1.2284, 4.4412], [2.9404, 2.7957, -2.6922], [0.5404, -0.2181, 3.4484], [2.1895, -1.5345, -1.5620], [2.7490, -0.9674, 3.9877], [-3.6836, -0.3444, 3.6349], [-0.9355, -2.1537, -6.4530], [-2.1235, -0.6818, -3.0736], [1.5918, -2.4068, -2.4658], [-3.4956, 1.2244, 2.1782], [-3.2549, -2.9229, -5.0234], [-1.3622, -2.1133, -7.4556], [0.7924, -4.3852, -2.7078], [-2.3168, 0.3263, -3.4314], [-0.4243, -1.5447, 0.9914], [2.7091, 1.7070, 1.9332], [3.5369, -3.5221, 5.7717], [-0.9477, 0.6025, -6.0469], [4.3071, 0.2002, 3.0536], [-3.9610, -1.2987, -5.0322], [1.1633, -2.7870, -4.5400], [-1.4266, 1.5990, -1.5677], [4.2974, -2.4010, 3.8885], [0.4251, -0.2984, -4.9096], [-1.7313, 4.7668, 1.8011], [-0.4044, 4.2531, 5.8625], [0.0800, -1.7596, -6.5144], [0.0692, 2.2373, 4.3918], [-4.0044, -1.6074, 6.2565], [-0.8854, -3.2106, -6.1797], [2.5162, -0.5607, -1.8945], [0.3719, -0.1772, -3.1767], [-0.6938, -3.3187, -4.1314], [4.3621, -1.3505, 5.3124], [2.2803, -1.4838, -4.2471], [-3.5539, -2.0810, -6.5469], [2.8758, -1.1959, 0.4436], [-2.8594, -3.9327, 5.1935], [-4.7657, -0.3282, 3.6347], [1.1210, -5.0269, -0.3558], [-2.6084, 0.7025, -5.4480], [-1.0344, -1.8766, 5.0235], [-4.6036, -2.5428, 4.8955], [-3.0636, -1.2216, -2.9864], [0.9855, -1.8961, 4.7326], [-2.2864, 0.0664, -7.0450]],
  "multiplicity": 2,
  "total_charge": 1,
  "orbital_gap_ev": [7.607, 6.727],
  "relative_energy_kcal_mol": 14.2
}

No. 2
{
  "formula": "C33H37ClMnO2Si2",
  "method": "ωB97M-V/def2-TZVPD",
  "elements": ["Mn", "Cl", "Si", "Si", "O", "O", "C", "C", "C", "C", "C", "C", "C", "C", "C", "C", "C", "C", "C", "C", "C", "C", "C", "C", "C", "C", "C", "C", "C", "C", "C", "C", "C", "C", "C", "C", "C", "C", "C", "H", "H", "H", "H", "H", "H", "H", "H", "H", "H", "H", "H", "H", "H", "H", "H", "H", "H", "H", "H", "H", "H", "H", "H", "H", "H", "H", "H", "H", "H", "H", "H", "H", "H", "H", "H", "H"],
  "positions_angstrom": [[-0.0191, -0.0797, -0.1635], [2.2199, 0.4642, -4.0802], [0.3689, 0.2227, -3.2549], [2.6775, 0.3621, -7.7710], [0.3779, 1.9373, 0.2422], [2.0382, -0.2356, 0.3016], [-0.7123, -1.7237, 1.0837], [0.1723, 3.4639, -8.7469], [-1.2206, -1.8895, -0.2544], [-1.2362, -0.4863, 1.6087], [-0.4285, 2.9832, 0.8608], [2.6209, 1.0409, 0.6709], [1.9914, 1.8649, -8.6091], [2.8262, -2.3937, -8.4727], [-1.4796, -3.8915, -4.4984], [-0.7063, 1.6687, -3.7078], [-0.3475, -3.8448, -3.6693], [-1.5632, -1.4612, -4.5420], [-2.0985, -2.7074, -4.9160], [2.6458, 2.4892, -9.6877], [2.0394, 3.5924, -10.2996], [-2.5032, 3.6366, -4.5821], [1.0793, -3.4961, -9.7679], [-1.2887, 3.4574, -5.2547], [-2.0488, -0.7505, -0.5608], [0.5488, -2.2460, -10.1133], [2.6102, -1.3268, 1.0698], [1.8250, 2.2029, 0.1104], [0.8112, 4.0891, -9.8271], [1.1215, -1.0692, -9.6088], [-2.0482, 0.1224, 0.5849], [0.7638, 2.3502, -8.1325], [2.2067, -1.1516, -8.7227], [-0.3697, 2.5071, -4.7867], [2.2473, -3.5601, -8.9867], [0.1955, -2.6091, -3.2982], [-0.4031, -1.4085, -3.7510], [-1.8818, 1.9422, -2.9653], [-2.7797, 2.9173, -3.4097], [0.2696, 1.8498, -7.2899], [-2.0926, 1.3719, -2.0572], [-2.0329, -0.5280, -4.8664], [2.2951, -1.2460, 2.1255], [0.6018, 2.4035, -5.2760], [-2.6836, 1.0012, 0.7106], [2.0226, 2.3492, -0.9621], [2.6312, 1.1031, 1.7703], [4.1462, 0.4960, -7.4490], [-1.4176, 2.9523, 0.3913], [-0.1535, -2.4735, 1.6450], [-0.3129, -2.1738, -10.7792], [0.7139, -0.0900, -9.8864], [-0.7959, 3.8239, -8.3818], [3.6085, 2.0973, -10.0352], [2.5198, 4.0699, -11.1560], [-1.8577, -4.8559, -4.8440], [0.5986, -4.4139, -10.1251], [1.0909, -2.5434, -2.6690], [2.7057, -4.5321, -8.7836], [3.7397, -2.4240, -7.8679], [-1.1500, -0.1406, 2.6424], [-0.5454, 2.7596, 1.9294], [-3.7060, 3.0812, -2.8504], [0.3404, 4.9548, -10.3056], [0.1323, -4.7656, -3.3281], [3.7103, -1.2700, 1.0432], [3.6552, 1.0527, 0.3094], [2.2522, -2.2781, 0.6523], [-3.2477, 4.3226, -4.9886], [1.9103, 0.2585, -6.5215], [-1.0929, -2.7618, -0.8950], [-2.6508, -0.6284, -1.4658], [-2.9856, -2.7286, -5.5535], [2.0656, 3.1010, 0.6918], [-1.0414, 4.0252, -6.1549], [0.0574, 3.9621, 0.7286]],
  "multiplicity": 6,
  "total_charge": 0,
  "orbital_gap_ev": [5.437, 5.892],
  "relative_energy_kcal_mol": 0.0
}

No. 3
{
  "formula": "C33H37CrN5S3Se",
  "method": "ωB97M-V/def2-TZVPD",
  "elements": ["Se", "Cr", "S", "S", "S", "N", "N", "N", "N", "N", "C", "C", "C", "C", "C", "C", "C", "C", "C", "C", "C", "C", "C", "C", "C", "C", "C", "C", "C", "C", "C", "C", "C", "C", "C", "C", "C", "C", "C", "C", "C", "C", "C", "H", "H", "H", "H", "H", "H", "H", "H", "H", "H", "H", "H", "H", "H", "H", "H", "H", "H", "H", "H", "H", "H", "H", "H", "H", "H", "H", "H", "H", "H", "H", "H", "H", "H", "H", "H", "H"],
  "positions_angstrom": [[0.9034, 2.8885, 0.8671], [-0.0701, 0.6630, -0.0939], [-0.3683, -2.7520, -0.0253], [-0.3678, 0.4493, -2.4080], [-2.3413, 0.9606, -0.0691], [-0.8782, -3.1992, 2.5404], [1.3236, -3.3211, 1.9302], [2.3981, 0.1306, 2.0476], [4.1205, 0.2943, 0.5551], [1.9425, 0.1296, -0.2530], [7.5172, 0.2501, 1.9460], [6.4243, 0.6010, 1.1620], [-1.2361, -0.0822, 2.6790], [3.2352, -0.9847, -2.0654], [-0.0665, 0.0896, 1.9119], [5.1284, -1.0759, 2.3286], [6.5334, 1.6513, 0.0868], [7.4348, -0.7362, 2.9212], [0.1243, 6.9029, 0.0287], [-2.5453, 0.0458, -4.0891], [3.3622, 1.4688, -3.4173], [0.0376, -3.1072, 1.5460], [3.1977, -2.3045, -1.3400], [-1.2312, -0.2773, 4.0541], [1.1145, 0.0104, 2.6584], [0.5988, 5.7247, 0.5963], [2.7587, 0.1613, 0.7629], [-0.7695, 6.8640, -1.0369], [3.8896, -0.8666, -3.2885], [-0.0251, -0.3018, 4.7452], [-2.0952, 0.3785, -2.6788], [2.4815, -0.1007, 4.8070], [0.1923, 4.4814, 0.1036], [2.6167, 0.1530, -1.5344], [-0.7209, 4.4482, -0.9583], [3.9627, 0.3465, -3.9640], [1.1687, -0.1547, 4.0527], [-1.1922, 5.6309, -1.5206], [2.6912, 1.3699, -2.2039], [6.2358, -1.4051, 3.0994], [-4.4466, 0.5439, -1.8106], [-2.9440, 0.6073, -1.6692], [5.2027, -0.0595, 1.3761], [-2.1691, -0.3820, 4.5928], [6.3569, 1.2232, -0.9078], [4.3398, 0.7708, -0.3038], [7.5290, 2.0942, 0.0817], [5.8032, 2.4541, 0.2336], [1.2918, 5.7566, 1.4311], [2.0130, -3.0441, 1.2517], [2.1749, -2.5502, -1.0476], [-1.7768, -2.8431, 2.2612], [-3.0397, 0.8972, -4.5677], [4.3592, -1.7490, -3.7136], [3.5816, -3.1047, -1.9774], [-4.9137, 1.4086, -1.3317], [-4.7512, 0.5229, -2.8608], [-1.1321, 7.7826, -1.4820], [-1.6816, -0.2273, -4.6941], [-1.8957, 5.5868, -2.3453], [8.3003, -0.9842, 3.5259], [4.4788, 0.4086, -4.9164], [3.8173, -2.2722, -0.4324], [-4.8404, -0.3527, -1.3207], [3.1417, 0.3850, 2.6732], [8.4579, 0.7672, 1.7852], [3.1824, -0.8884, 4.5070], [-1.0583, 3.4876, -1.3320], [-0.0044, -0.4097, 5.8261], [0.4537, 7.8585, 0.4224], [1.5674, -3.1886, 2.8994], [-3.2461, -0.7961, -4.1005], [6.1565, -2.1997, 3.8315], [3.4038, 2.4240, -3.9327], [-0.5924, -2.8815, 3.4568], [4.2026, -1.6249, 2.4473], [-2.1947, -0.0442, 2.1809], [2.9855, 0.8638, 4.6601], [2.2048, 2.2296, -1.7603], [2.3015, -0.2084, 5.8770]],
  "multiplicity": 2,
  "total_charge": -1,
  "orbital_gap_ev": [6.093, 6.121]
}